{
  "formula": "C58H148F6N13O20PdS2",
  "method": "wB97M-V/def2-TZVPD",
  "symbols": ["Pd", "C", "F", "F", "F", "S", "O", "O", "N", "S", "O", "O", "C", "F", "F", "F", "C", "O", "C", "C", "N", "C", "C", "O", "C", "H", "H", "H", "H", "H", "H", "H", "H", "H", "H", "H", "H", "H", "H", "H", "C", "O", "C", "C", "N", "C", "C", "O", "C", "H", "H", "H", "H", "H", "H", "H", "H", "H", "H", "H", "H", "H", "H", "H", "C", "O", "C", "C", "N", "C", "C", "O", "C", "H", "H", "H", "H", "H", "H", "H", "H", "H", "H", "H", "H", "H", "H", "H", "C", "O", "C", "C", "N", "C", "C", "O", "C", "H", "H", "H", "H", "H", "H", "H", "H", "H", "H", "H", "H", "H", "H", "H", "C", "C", "C", "O", "C", "N", "H", "H", "H", "H", "H", "H", "H", "H", "H", "H", "H", "C", "C", "C", "O", "C", "N", "H", "H", "H", "H", "H", "H", "H", "H", "H", "H", "H", "C", "C", "C", "O", "C", "N", "H", "H", "H", "H", "H", "H", "H", "H", "H", "H", "H", "C", "C", "C", "O", "C", "N", "H", "H", "H", "H", "H", "H", "H", "H", "H", "H", "H", "C", "C", "C", "O", "C", "N", "H", "H", "H", "H", "H", "H", "H", "H", "H", "H", "H", "C", "C", "C", "O", "C", "N", "H", "H", "H", "H", "H", "H", "H", "H", "H", "H", "H", "C", "C", "C", "O", "C", "N", "H", "H", "H", "H", "H", "H", "H", "H", "H", "H", "H", "C", "C", "C", "O", "C", "N", "H", "H", "H", "H", "H", "H", "H", "H", "H", "H", "H"],
  "coordinates": [[0.38576, -2.69203, -2.59868], [1.08029, -1.92192, 1.46813], [2.20635, -1.44266, 1.01665], [1.11308, -3.24338, 1.47587], [0.91547, -1.53613, 2.73018], [-0.39242, -1.39608, 0.46121], [-1.25974, -2.52811, 0.42371], [-0.90320, -0.25071, 1.11247], [0.20021, -1.16341, -1.04499], [0.61436, 0.38650, -1.34162], [1.41337, 1.00671, -0.35917], [1.10768, 0.39630, -2.68801], [-1.01205, 1.32027, -1.43514], [-1.05930, 2.03590, -2.52547], [-2.02360, 0.47158, -1.52354], [-1.14553, 2.10727, -0.44861], [1.08016, 3.38224, 11.06422], [1.78974, 3.93698, 9.98551], [1.43580, 3.43412, 8.68891], [0.74159, 4.54490, 7.92585], [0.47126, 4.28741, 6.51360], [-0.58973, 5.17583, 6.04296], [-0.37454, 5.51997, 4.62442], [0.54144, 6.59531, 4.67139], [0.90538, 7.10903, 3.43074], [1.58122, 3.74307, 11.95682], [1.16245, 2.27966, 11.07650], [0.00311, 3.58677, 11.02927], [0.83929, 2.51507, 8.74678], [2.37910, 3.14523, 8.20217], [1.27507, 5.49194, 8.12272], [-0.21258, 4.68251, 8.46224], [1.34921, 4.43024, 6.00484], [-0.64014, 6.04356, 6.70892], [-1.55181, 4.64812, 6.11556], [-1.31440, 5.85595, 4.16832], [0.03497, 4.62929, 4.13393], [1.39541, 8.06360, 3.58975], [0.05394, 7.17493, 2.75783], [1.62468, 6.44144, 2.92191], [-3.81666, -6.30852, 0.24700], [-2.86724, -5.67268, -0.58535], [-3.30624, -5.46446, -1.93307], [-2.06906, -4.92043, -2.59667], [-1.56538, -3.67872, -1.97367], [-2.49620, -2.54177, -2.30966], [-2.32488, -1.99954, -3.72067], [-0.94623, -1.57483, -3.83199], [-0.65616, -0.75241, -4.95909], [-4.73952, -5.72352, 0.39138], [-3.44599, -6.40567, 1.26715], [-4.11135, -7.29508, -0.14000], [-4.20003, -4.83911, -1.90939], [-3.48047, -6.47304, -2.33304], [-2.15410, -4.82804, -3.68407], [-1.28257, -5.67893, -2.52413], [-1.70632, -3.80452, -0.96059], [-2.24931, -1.69945, -1.67683], [-3.52916, -2.83270, -2.12794], [-2.95730, -1.11019, -3.74742], [-2.51275, -2.74886, -4.49300], [-0.93867, -1.21173, -5.91673], [0.43126, -0.72486, -4.99840], [-1.07897, 0.24735, -4.89773], [-4.45654, 3.78559, -0.58072], [-5.46127, 3.51175, -1.52568], [-6.57560, 4.31676, -1.47634], [-7.69576, 3.79283, -2.32245], [-7.93937, 4.42867, -3.63741], [-8.55133, 3.47212, -4.54917], [-9.24096, 4.04690, -5.76443], [-8.42583, 4.14161, -6.92622], [-7.36473, 5.00798, -6.76764], [-3.71947, 3.00316, -0.72648], [-4.85013, 3.83002, 0.44263], [-3.99538, 4.76408, -0.78977], [-6.34730, 5.38167, -1.61254], [-7.00669, 4.23250, -0.46636], [-8.58210, 3.96528, -1.70009], [-7.55952, 2.70498, -2.41420], [-7.06955, 4.83481, -3.95912], [-9.30689, 2.93771, -3.96362], [-7.88303, 2.66784, -4.92175], [-9.67584, 5.03320, -5.56013], [-10.07115, 3.38564, -6.01585], [-7.63581, 6.04587, -6.49157], [-6.86164, 5.15612, -7.72794], [-6.61509, 4.68663, -6.03306], [5.02967, 3.50869, -6.97323], [4.44649, 2.39226, -6.34669], [3.11056, 2.20410, -6.69732], [2.47565, 1.27223, -5.71219], [3.11889, -0.07938, -5.66063], [2.94968, -0.82781, -6.95097], [4.30395, -1.23774, -7.50512], [4.88332, -2.15753, -6.61379], [6.07023, -1.72434, -5.96393], [4.92575, 3.45590, -8.06218], [6.07547, 3.58531, -6.69446], [4.54410, 4.42754, -6.61333], [3.00618, 1.82087, -7.72790], [2.48303, 3.10997, -6.70481], [1.40679, 1.28272, -5.96318], [2.51317, 1.69018, -4.70258], [4.08165, 0.22848, -5.85796], [2.39629, -0.30865, -7.73892], [2.47336, -1.80512, -6.78484], [4.92871, -0.32663, -7.54649], [4.25100, -1.61634, -8.52609], [5.89009, -0.97127, -5.18244], [6.78840, -1.31577, -6.69136], [6.58712, -2.56268, -5.49456], [-0.76645, -8.16906, 6.36893], [-1.66371, -6.99290, 5.99410], [-0.88513, -6.00948, 5.14748], [-0.99693, -6.40155, 3.78271], [-0.53249, -5.43293, 2.88089], [-2.89438, -7.50800, 5.20417], [0.25696, -7.84630, 6.60687], [-0.64102, -8.80373, 5.48313], [-1.06162, -8.78919, 7.21401], [-2.08915, -6.51249, 6.87741], [0.18981, -6.05702, 5.34327], [-1.33835, -5.01577, 5.24585], [-0.96062, -5.57076, 1.88048], [0.55857, -5.52214, 2.69984], [-0.73708, -4.39587, 3.18580], [-2.76640, -7.15975, 4.24943], [-2.78927, -8.51131, 5.08634], [2.72765, 2.03444, 4.94750], [3.25572, 3.22277, 4.18281], [4.03220, 4.17291, 5.04993], [3.30806, 4.81471, 6.06387], [4.17428, 5.49195, 6.90114], [4.27270, 2.71963, 3.24887], [2.28447, 2.37411, 5.88054], [3.53404, 1.37163, 5.26153], [2.02354, 1.51483, 4.29953], [2.48464, 3.79069, 3.65030], [4.58927, 4.90441, 4.43712], [4.83733, 3.53882, 5.46656], [4.91647, 4.81772, 7.32982], [3.60940, 6.10010, 7.59959], [4.71902, 6.25060, 6.30736], [4.09306, 1.80981, 2.85731], [4.49146, 3.41969, 2.55411], [-4.64195, -1.22109, 0.20079], [-4.65502, -2.62598, 0.76814], [-4.27371, -2.75314, 2.19904], [-4.52459, -4.05115, 2.62298], [-4.02347, -4.30930, 3.91739], [-5.99845, -3.18227, 0.54049], [-5.03195, -1.18051, -0.81689], [-3.68810, -0.68767, 0.19052], [-5.32527, -0.60180, 0.80189], [-3.97873, -3.16629, 0.08775], [-4.83033, -2.01804, 2.80875], [-3.20929, -2.52529, 2.36559], [-4.01052, -5.38542, 4.06501], [-4.67202, -3.82774, 4.66437], [-3.00639, -3.92452, 4.09130], [-6.52675, -3.04901, 1.41456], [-5.92266, -4.20078, 0.60522], [5.76996, -3.12589, 0.63726], [5.77530, -1.64085, 1.06084], [5.93902, -1.53510, 2.56410], [5.81095, -0.23537, 3.01556], [5.72588, -0.22294, 4.40812], [6.74898, -0.90526, 0.22924], [4.81689, -3.61186, 0.85072], [6.63687, -3.61211, 1.09353], [5.91147, -3.15537, -0.44473], [4.74447, -1.33546, 0.86847], [6.92031, -1.87127, 2.92274], [5.12399, -2.16471, 2.95786], [5.84278, 0.81311, 4.72201], [6.48348, -0.85005, 4.88765], [4.75710, -0.55309, 4.78234], [7.68716, -1.25199, 0.41806], [6.70260, 0.05748, 0.58027], [3.86182, -1.54877, -2.09575], [3.38925, -2.77238, -2.88769], [3.06641, -3.99171, -2.05005], [1.81537, -3.85464, -1.36570], [1.38695, -5.08589, -0.69929], [2.29833, -2.40499, -3.85916], [3.84659, -0.60611, -2.63905], [4.85804, -1.70716, -1.68643], [3.18961, -1.38746, -1.24464], [4.24234, -3.09331, -3.51233], [3.85799, -4.18376, -1.32702], [2.98118, -4.82275, -2.76872], [1.21590, -5.88097, -1.43368], [0.37027, -4.87115, -0.35723], [2.05956, -5.30723, 0.12026], [2.31625, -3.10904, -4.61002], [2.52251, -1.54505, -4.38867], [2.23384, -2.23913, 6.36080], [3.48855, -3.07242, 6.55753], [3.76329, -3.89172, 5.32086], [4.73295, -4.87903, 5.65496], [5.60599, -5.21183, 4.62318], [4.59647, -2.11116, 6.75337], [1.92732, -1.71350, 7.26588], [1.36685, -2.79177, 5.99190], [2.49347, -1.48334, 5.61252], [3.41781, -3.73953, 7.42354], [4.01508, -3.30060, 4.43283], [2.87610, -4.48028, 5.02502], [6.19571, -4.36846, 4.25817], [5.08930, -5.72070, 3.78300], [6.24171, -6.02915, 4.97665], [4.42564, -1.57468, 7.59617], [5.45763, -2.64408, 6.84752], [-0.28521, 5.29095, -2.70812], [0.90579, 4.54161, -3.17370], [1.51792, 5.19214, -4.38592], [0.50385, 5.20475, -5.41681], [0.78840, 6.11676, -6.43614], [1.92240, 4.24520, -2.11279], [-0.90985, 5.53080, -3.57123], [-0.05280, 6.22773, -2.19959], [-0.92673, 4.67484, -2.07693], [0.64826, 3.53118, -3.51145], [2.38099, 4.65054, -4.79764], [1.80012, 6.24087, -4.18428], [0.58523, 7.14631, -6.09907], [0.04778, 5.97767, -7.22952], [1.79143, 6.02742, -6.86191], [2.47316, 5.10032, -1.94734], [2.59224, 3.71101, -2.68518], [-3.71262, 3.11038, -5.00948], [-3.81295, 1.61874, -5.15015], [-5.20537, 1.04627, -4.86356], [-5.17950, -0.25110, -4.34234], [-6.42652, -0.89945, -4.23150], [-3.45038, 1.24157, -6.55792], [-4.40535, 3.65778, -5.65180], [-2.67705, 3.39168, -5.17557], [-4.00737, 3.38178, -3.98758], [-3.08601, 1.11222, -4.50718], [-5.90794, 1.08456, -5.71219], [-5.70111, 1.76016, -4.15441], [-6.32326, -1.79442, -3.61087], [-6.82573, -1.23418, -5.19768], [-7.13734, -0.26208, -3.68316], [-4.06841, 1.67122, -7.22745], [-3.44272, 0.23443, -6.63711]],
  "forces_ev_per_angstrom": [[0.267, -0.348, 0.026], [-0.759, 0.043, 0.774], [0.697, 0.235, -0.390], [0.356, -0.747, -0.212], [-0.114, 0.257, -0.055], [0.032, -0.752, -0.120], [0.089, -0.797, 0.106], [0.105, 1.239, -0.078], [-0.293, 0.579, 1.312], [0.518, 0.193, -1.775], [0.100, 0.105, 1.144], [-0.204, -0.253, -0.364], [0.576, -1.050, -0.872], [0.440, 0.695, -1.554], [-0.824, -0.772, 0.317], [-0.321, 1.248, 2.270], [0.151, -0.864, -0.252], [-0.161, -0.219, -0.471], [0.900, -0.012, -0.014], [-0.680, 0.062, 0.574], [0.402, -0.192, 0.680], [-0.425, -1.260, 0.958], [0.127, 0.955, 0.141], [0.116, 0.099, -0.021], [0.640, -0.695, -0.511], [-0.381, 0.200, 0.206], [0.109, 0.187, -0.051], [0.122, 0.380, 0.178], [-0.161, 0.229, 0.095], [-0.125, 0.133, -0.017], [0.137, -0.212, -0.259], [0.017, -0.011, -0.343], [-0.569, 0.256, 0.223], [-0.150, 0.333, -0.486], [0.073, 0.022, 0.202], [0.113, -0.145, -0.274], [-0.048, 0.132, -0.419], [-0.140, 0.185, -0.071], [-0.300, 0.401, -0.095], [-0.014, 0.090, 0.094], [-0.877, -0.057, 0.281], [-0.050, 0.223, 0.360], [0.721, -1.116, 1.247], [0.974, -0.155, -0.882], [-1.168, 0.749, -0.401], [0.484, -0.082, -0.278], [0.386, -0.105, 0.823], [-0.988, 0.187, -0.390], [0.952, -0.454, -0.730], [0.261, 0.014, -0.433], [0.497, -0.054, -0.249], [0.222, 0.122, 0.000], [-0.053, 0.009, -0.423], [-0.512, 0.363, -0.383], [-0.409, 0.420, 0.113], [-0.110, -0.034, 0.416], [0.565, 0.074, -0.356], [-0.138, -0.229, 0.365], [-0.107, 0.113, -0.100], [-0.225, -0.224, -0.617], [-0.286, 0.302, -0.171], [-0.450, -0.139, 0.332], [-0.023, 0.484, 0.149], [-0.067, -0.009, 0.284], [-0.104, 0.655, -0.384], [0.919, -0.916, -0.796], [-0.817, 0.541, 1.403], [-0.802, 0.222, -0.503], [0.499, -0.368, 0.698], [0.102, -0.308, -0.003], [-0.401, 0.315, -0.283], [-0.490, -0.488, 0.178], [1.011, 1.436, -0.286], [0.131, -0.017, 0.363], [0.038, -0.292, -0.051], [0.048, -0.131, 0.055], [0.018, 0.026, -0.335], [0.332, 0.281, 0.242], [-0.205, -0.246, -0.378], [0.044, 0.106, 0.032], [-0.063, -0.181, -0.331], [-0.048, 0.169, -0.018], [0.104, 0.245, 0.205], [0.108, -0.012, 0.214], [0.122, -0.020, -0.262], [-0.417, -0.368, 0.220], [-0.028, -0.465, 0.018], [-0.050, -0.247, -0.051], [-0.209, 0.586, 0.002], [0.368, 0.001, 0.165], [-0.803, 0.110, -0.461], [-0.702, -0.329, 0.443], [0.286, 0.787, -1.916], [-0.159, -0.956, -0.181], [0.327, 1.343, 0.371], [0.438, -0.644, 0.397], [0.507, 0.272, -0.276], [0.089, -0.006, 0.018], [0.099, -0.287, -0.023], [-0.029, -0.057, -0.179], [0.255, -0.073, 0.086], [0.487, 0.297, 0.210], [0.081, -0.667, 0.044], [0.207, 0.011, -0.053], [-0.014, -0.244, 1.321], [-0.133, 0.186, 0.265], [-0.460, 0.328, 0.160], [-0.005, -0.172, -0.159], [-0.129, -0.359, 0.068], [-0.159, -0.063, -0.196], [-0.222, 0.052, 0.119], [-0.404, -0.206, -0.072], [0.846, -0.175, -0.163], [-1.363, -1.679, -0.510], [-0.159, 0.119, -0.878], [-0.346, 0.239, -0.621], [0.871, 0.209, -0.651], [1.141, 0.699, 0.357], [-0.244, 0.183, 0.086], [-0.110, -0.045, 0.149], [-0.488, 0.091, -0.109], [0.376, 0.142, -0.016], [-0.107, 0.542, 0.668], [0.465, 0.141, 0.116], [-0.387, -0.199, 0.319], [-0.204, 0.070, 0.441], [-0.082, -0.235, 0.140], [-0.123, -0.132, 0.382], [-0.050, 0.014, 0.255], [-0.253, 0.391, 0.345], [0.690, -0.152, -0.604], [1.292, -0.293, 0.228], [-0.663, -0.748, -0.646], [0.700, 1.479, -0.386], [0.149, 0.606, 0.191], [-0.583, -0.130, -0.138], [0.167, -0.015, -0.337], [-0.182, -0.277, 0.345], [-0.396, -0.244, 0.146], [-0.368, 0.091, -0.024], [-0.129, 0.196, 0.309], [-0.096, 0.024, 0.458], [-0.106, -0.484, 0.484], [0.178, -0.226, 0.081], [-0.190, 0.038, -0.221], [0.015, -0.341, -0.290], [-0.492, 1.203, 0.641], [-0.209, -0.029, -1.917], [1.003, 0.917, 0.666], [0.312, -0.824, 0.187], [-0.277, 0.169, 0.380], [-0.445, -0.781, 0.747], [-0.038, -0.323, 0.003], [0.183, -0.365, 0.254], [0.094, 0.016, -0.157], [0.099, -0.450, 0.601], [-0.144, -0.089, -0.089], [-0.030, 0.116, -0.205], [-0.158, 0.008, 0.104], [0.092, -0.197, 0.008], [-0.097, 0.015, -0.378], [-0.060, 0.504, -0.508], [0.108, 0.255, -0.355], [0.579, 0.683, -0.149], [-0.009, -0.943, -0.443], [-0.062, -0.561, -0.385], [-0.304, 0.641, -0.544], [-0.169, 0.818, 0.810], [-0.922, 0.446, 0.740], [0.201, -0.154, 0.391], [-0.294, -0.413, 0.013], [0.058, -0.070, 0.018], [0.216, 0.794, -0.321], [0.003, -0.663, -0.196], [0.272, -0.081, 0.368], [0.166, 0.011, 0.042], [0.132, -0.008, -0.109], [-0.077, -0.270, -0.178], [-0.099, 0.068, 0.059], [0.386, -0.257, -0.339], [-0.775, -0.142, 0.713], [1.190, 1.146, -1.033], [-0.439, -0.155, -0.803], [-0.023, -0.582, 0.316], [-1.082, 0.966, -0.850], [-0.277, -1.058, 0.397], [0.063, -0.196, -0.394], [0.042, 0.006, -0.086], [0.081, -0.008, -0.020], [-0.107, 0.002, 0.246], [0.081, -0.030, -0.032], [0.044, -0.190, 0.407], [0.770, -0.090, 0.077], [0.337, 0.102, 0.460], [0.073, -0.264, -0.044], [-0.169, 0.089, 0.407], [0.159, 0.315, 0.614], [-0.126, 0.247, -0.261], [0.050, 0.851, -0.029], [-0.633, -1.394, 0.011], [0.396, 0.677, 0.174], [-0.038, -1.355, -0.594], [-0.135, -0.618, -0.173], [0.105, -0.030, 0.049], [0.117, -0.186, 0.092], [-0.218, 0.058, 0.036], [-0.246, -0.207, -0.200], [0.398, 0.202, 0.337], [-0.185, 0.399, 0.146], [0.026, 0.041, 0.001], [-0.126, 0.612, -0.018], [0.273, 0.456, 0.265], [0.245, -0.095, 0.057], [-0.035, 0.233, 0.275], [-1.242, 0.130, 0.122], [1.173, -1.122, 0.167], [-0.683, 0.786, -1.156], [0.654, -0.442, 0.480], [-0.932, 0.721, -0.416], [0.479, 0.580, -1.399], [0.100, 0.110, -0.001], [0.172, -0.067, 0.091], [0.216, 0.085, 0.313], [-0.521, 0.148, -0.009], [0.123, 0.010, 0.344], [0.127, -0.225, 0.106], [0.529, -0.059, 0.097], [0.206, -0.325, -0.014], [0.089, -0.028, 0.129], [-0.478, -0.150, 0.262], [0.012, -0.238, 0.840], [-0.289, 0.081, 1.033], [-0.686, -1.407, -2.203], [-1.497, 1.735, 1.114], [0.897, -0.753, 0.122], [-0.339, 0.070, 0.479], [1.159, 0.187, 1.123], [0.191, -0.137, -0.321], [-0.033, 0.337, -0.175], [0.214, 0.058, -0.052], [-0.137, 0.160, 0.149], [0.604, -0.009, -0.390], [0.217, -0.623, 0.156], [0.356, 0.101, -0.084], [-0.008, 0.386, 0.009], [-0.051, -0.017, -0.399], [-0.229, -0.139, -0.063], [-0.297, -0.007, -0.317]],
  "charge": 1,
  "total_energy_ha": -6038.0978,
  "s2": 2.004,
  "multiplicity": 3
}